(1)
A structure of composition C15H35BrIInN2O. Source: OMol25; level of theory: ωB97M-V/def2-TZVPD.

Positions of all 56 atoms, in Å:
C -2.041 4.867 -0.379
C -1.669 3.389 -0.581
C -2.163 2.454 0.531
C -3.317 1.607 0.020
N -4.421 2.423 -0.473
In -5.684 3.183 1.033
O -6.766 1.730 1.985
Br -7.390 4.751 -0.178
I -4.445 4.709 3.008
H -3.003 5.063 -0.834
H -1.291 5.519 -0.812
H -2.121 5.067 0.681
H -2.051 3.064 -1.543
H -0.580 3.335 -0.622
H -2.424 2.979 1.443
H -1.350 1.770 0.788
H -3.601 0.852 0.767
H -2.902 1.047 -0.829
H -4.987 1.822 -1.063
H -7.042 2.107 2.841
C 4.357 0.162 1.002
C 3.006 0.782 0.657
C 1.788 -0.083 1.017
C 1.833 -1.578 0.710
N 1.546 -2.063 -0.710
C 0.195 -2.741 -0.756
C -0.788 -1.587 -0.764
C -0.102 -0.518 -1.620
C 1.361 -0.947 -1.718
C 2.637 -2.993 -1.189
C 2.673 -4.384 -0.571
C 3.068 -4.505 0.901
H 4.544 -0.762 0.449
H 5.161 0.851 0.747
H 4.434 -0.057 2.068
H 3.004 1.075 -0.394
H 2.902 1.719 1.206
H 0.873 0.375 0.641
H 1.691 -0.041 2.105
H 1.101 -2.077 1.341
H 2.804 -1.972 0.991
H 0.159 -3.316 -1.681
H 0.093 -3.408 0.095
H -0.946 -1.213 0.248
H -1.759 -1.874 -1.156
H -0.210 0.470 -1.175
H -0.540 -0.460 -2.614
H 2.084 -0.163 -1.545
H 1.566 -1.373 -2.697
H 3.579 -2.464 -1.042
H 2.482 -3.106 -2.261
H 3.407 -4.937 -1.161
H 1.724 -4.894 -0.740
H 3.979 -3.944 1.119
H 3.262 -5.548 1.144
H 2.281 -4.165 1.573

Forces on atoms 1 to 2 (eV/Å):
-0.06 -0.67 -0.09
0.35 0.68 0.46

Properties
2S+1	1
frontier orbital gap	6.45	eV
LUMO energy	-0.845	eV
total energy	-104468.1362	eV
total charge	0

These are the Mulliken partial charges, in e, on atoms 1 to 2: atom 1 (C): -1.087, atom 2 (C): -0.397

(2)
A structure of composition C15H35N5O5Tl in a non-equilibrium geometry. Source: OMol25; level of theory: ωB97M-V/def2-TZVPD.

Positions of all 61 atoms, in Å:
Tl -9.184 23.115 -3.157
C -13.579 20.417 -3.221
C -12.827 21.297 -2.272
O -11.659 21.646 -2.550
N -13.496 21.659 -1.171
C -12.969 22.649 -0.240
H -14.099 19.539 -2.835
H -12.927 19.842 -3.879
H -14.385 20.922 -3.754
H -14.444 21.314 -1.122
H -13.793 23.309 0.033
H -12.262 23.292 -0.763
H -12.425 22.265 0.623
C -4.408 21.841 -4.307
C -5.044 22.783 -3.389
O -6.266 22.789 -3.223
N -4.287 23.814 -2.977
C -4.881 24.881 -2.132
H -3.349 22.086 -4.391
H -4.986 21.861 -5.231
H -4.473 20.851 -3.855
H -3.302 23.906 -3.179
H -4.085 25.571 -1.852
H -5.385 24.397 -1.295
H -5.602 25.409 -2.754
C -12.373 26.676 -0.663
C -11.099 26.235 -1.454
O -10.822 25.014 -1.703
N -10.338 27.171 -2.006
C -10.426 28.612 -1.957
H -12.107 26.649 0.394
H -13.212 26.032 -0.926
H -12.677 27.674 -0.977
H -9.512 26.871 -2.504
H -10.180 28.957 -0.952
H -11.424 28.974 -2.207
H -9.766 29.074 -2.691
C -9.526 18.179 -3.182
C -8.434 19.146 -2.801
O -8.535 20.315 -3.213
N -7.553 18.792 -1.939
C -6.372 19.538 -1.583
H -9.952 17.567 -2.387
H -9.065 17.372 -3.752
H -10.397 18.654 -3.633
H -7.619 17.963 -1.366
H -6.591 20.144 -0.704
H -5.987 20.197 -2.361
H -5.741 18.676 -1.367
C -13.149 23.431 -6.150
C -12.300 24.461 -5.440
O -11.398 24.128 -4.634
N -12.632 25.768 -5.600
C -12.022 26.941 -4.965
H -13.272 22.538 -5.538
H -12.552 23.179 -7.026
H -14.068 23.923 -6.467
H -13.328 25.956 -6.307
H -11.164 26.684 -4.344
H -12.835 27.303 -4.336
H -11.835 27.740 -5.683

Forces on atoms 1 to 2 (eV/Å):
-0.36 -0.24 0.13
-0.37 -1.54 -0.78

Properties
2S+1	2
frontier orbital gap (alpha / beta)	9.78 / 3.23	eV
LUMO energy (alpha / beta)	-4.753 / -10.913	eV
total energy	-38489.7277	eV
⟨S²⟩	0.760
total charge	+2

These are the Mulliken partial charges, in e, on atoms 1 to 2: atom 1 (Tl): 1.168, atom 2 (C): -1.482

(3)
A structure of composition C15H36BaNO7 in a non-equilibrium geometry. Source: OMol25; level of theory: ωB97M-V/def2-TZVPD.

Positions of all 60 atoms, in Å:
Ba -0.350 -1.570 -0.115
C 1.344 3.474 -0.948
C 1.804 2.331 -0.024
C 2.983 2.890 0.824
C 2.594 3.616 2.102
C 1.599 2.794 2.892
C 0.383 2.351 2.073
N 0.775 1.759 0.813
O -0.313 1.284 0.090
C -0.554 3.574 1.887
C -0.362 1.326 2.933
C 2.440 1.220 -0.866
H 0.951 4.316 -0.375
H 0.463 3.120 -1.495
H 2.124 3.831 -1.615
H 3.562 3.564 0.186
H 3.712 2.118 1.097
H 2.152 4.590 1.858
H 3.471 3.843 2.712
H 1.247 3.331 3.774
H 2.143 1.913 3.258
H -0.804 4.042 2.841
H -1.456 3.238 1.372
H -0.144 4.373 1.269
H 0.313 0.490 3.128
H -1.201 0.926 2.356
H -0.758 1.797 3.829
H 3.075 1.606 -1.661
H 1.678 0.589 -1.348
H 2.922 0.505 -0.192
C 1.821 -1.915 -3.055
C 1.682 -3.276 -2.453
O 1.689 -3.273 -1.013
O 0.692 -1.146 -2.648
H 1.925 -2.033 -4.135
H 2.721 -1.432 -2.652
H 2.477 -3.913 -2.856
H 0.755 -3.746 -2.784
H 2.618 -3.051 -0.838
H 0.545 -0.444 -3.292
C -2.655 -1.060 -2.747
C -2.825 -2.535 -2.475
O -1.678 -3.183 -1.905
O -2.471 -0.309 -1.541
H -3.551 -0.678 -3.243
H -1.857 -0.907 -3.483
H -3.105 -3.058 -3.394
H -3.608 -2.682 -1.719
H -1.899 -4.118 -1.848
H -2.930 0.521 -1.701
C -3.278 -2.657 1.624
C -2.418 -3.853 1.952
O -1.378 -3.938 0.943
O -2.482 -1.464 1.721
H -4.131 -2.623 2.303
H -3.692 -2.739 0.613
H -2.943 -4.806 1.937
H -1.986 -3.629 2.930
H -0.735 -4.575 1.284
H -3.091 -0.721 1.821

Forces on atoms 1 to 2 (eV/Å):
0.12 2.46 0.41
-1.23 -0.25 0.20

Properties
2S+1	1
frontier orbital gap	5.01	eV
LUMO energy	-2.813	eV
total energy	-32649.2815	eV
total charge	+1
energy relative to the best compared isomer or geometry (same formula, charge and spin)	0.0	kJ/mol

These are the Mulliken partial charges, in e, on atoms 1 to 2: atom 1 (Ba): 1.414, atom 2 (C): -1.723

(4)
A structure of composition C15H36F9N3O14S3V in a non-equilibrium geometry. Source: OMol25; level of theory: ωB97M-V/def2-TZVPD.

Positions of all 81 atoms, in Å:
O -1.068 -1.541 -0.297
V -2.117 -1.592 -1.514
O -1.361 -1.106 -2.837
C 1.727 -5.084 5.157
C 2.898 -6.075 5.009
C 3.753 -6.239 6.239
O 4.778 -7.090 5.923
C 5.595 -7.486 7.068
N 2.342 -7.445 4.645
H 1.663 -7.515 5.390
H 1.907 -7.426 3.733
H 2.841 -8.275 4.930
H 1.946 -4.041 5.388
H 1.023 -5.485 5.886
H 1.110 -4.959 4.267
H 3.494 -5.834 4.129
H 3.270 -6.619 7.139
H 4.410 -5.403 6.478
H 5.070 -8.067 7.826
H 6.094 -6.696 7.629
H 6.247 -8.283 6.712
C 4.870 6.769 -9.061
C 4.807 5.612 -8.040
C 3.401 4.855 -7.927
O 3.559 3.760 -7.036
C 2.333 3.169 -6.536
N 5.915 4.632 -8.410
H 6.151 4.434 -9.372
H 6.701 5.226 -8.186
H 5.869 3.796 -7.847
H 4.716 6.544 -10.116
H 5.855 7.233 -9.010
H 4.150 7.569 -8.888
H 5.083 6.005 -7.062
H 3.022 4.513 -8.890
H 2.583 5.530 -7.674
H 1.808 3.847 -5.864
H 2.471 2.223 -6.012
H 1.648 3.050 -7.376
C -3.793 4.701 8.250
C -3.349 4.444 6.831
C -2.503 3.167 6.766
O -2.508 2.671 5.465
C -2.334 1.269 5.275
N -4.624 4.290 5.872
H -4.439 4.267 4.879
H -5.106 3.425 6.071
H -5.211 5.089 6.063
H -4.427 5.577 8.388
H -2.959 4.609 8.946
H -4.397 3.846 8.552
H -2.682 5.205 6.427
H -2.689 2.451 7.567
H -1.483 3.444 7.032
H -2.165 0.666 6.168
H -1.598 1.100 4.490
H -3.233 0.854 4.818
C -6.962 -0.582 -6.058
F -6.012 0.225 -6.570
F -7.589 -0.015 -5.107
F -7.775 -1.081 -6.957
S -6.062 -2.142 -5.543
O -5.177 -2.282 -6.727
O -5.429 -1.898 -4.239
O -7.051 -3.231 -5.466
C 2.364 -5.707 -2.183
F 2.334 -4.422 -2.140
F 2.745 -6.037 -3.375
F 3.284 -6.294 -1.336
S 0.544 -6.325 -1.734
O 0.532 -6.778 -0.322
O -0.311 -5.131 -1.906
O 0.195 -7.388 -2.647
C -4.265 4.401 -2.174
F -4.012 5.649 -2.136
F -5.520 4.123 -2.258
F -3.587 3.875 -3.217
S -3.438 3.505 -0.603
O -4.065 4.055 0.684
O -3.803 2.082 -0.745
O -2.006 3.815 -0.694

Forces on atoms 1 to 2 (eV/Å):
-2.34 -0.03 -2.73
3.64 1.18 -1.18

Properties
2S+1	1
frontier orbital gap	2.78	eV
LUMO energy	-4.817	eV
total energy	-131905.0249	eV
total charge	+1
energy relative to the best compared isomer or geometry (same formula, charge and spin)	890.8	kJ/mol

These are the Mulliken partial charges, in e, on atoms 1 to 2: atom 1 (O): -0.510, atom 2 (V): 1.878

> total energy of number 3 (C15H36BaNO7)?

-32649.2815 eV

> Which formula does entry 3 have?

C15H36BaNO7

> Which value of 2S+1 does entry 4 give?

1